1.
Entry from OMol25: a single H3NO molecule at a distorted geometry (ωB97M-V/def2-TZVPD).

The geometry in XYZ format:
```
5
Properties=species:S:1:pos:R:3:mulliken_charge:R:1
N 0.1887 0.5500 0.0361 -0.41
O -0.5935 -0.3609 -0.7392 -0.37
H -0.3416 0.6388 0.9040 0.24
H 1.1605 0.3831 0.2640 0.24
H -0.4141 -1.2111 -0.4649 0.30
```

Properties
Relative energy (zero: lowest compared OMol25 entry of this formula, charge and spin) (kcal per mole): 6.1
LUMO level (Eh): 0.0390
Net charge: 0
Orbital gap (eV): 10.81
SMILES string: NO

---

2.
Entry from OMol25: a single H3NO2Si molecule at a distorted geometry (ωB97M-V/def2-TZVPD).

The geometry in XYZ format:
```
7
Properties=species:S:1:pos:R:3:mulliken_charge:R:1
O -0.0310 1.5062 1.1769 -0.53
N 0.3510 0.3631 0.9947 0.82
O 0.7931 -0.4024 1.7990 -0.53
Si -0.2340 -0.1711 -0.6706 0.41
H -1.1635 0.6522 -1.5018 -0.05
H 1.0462 -0.3224 -1.3277 -0.07
H -0.7619 -1.6257 -0.4704 -0.05
```

Properties
Relative energy (zero: lowest compared OMol25 entry of this formula, charge and spin) (kcal per mole): 11.2
LUMO level (Eh): -0.0023
Net charge: 0
Orbital gap (eV): 10.76
SMILES string: O=[N+]([O-])[SiH3]

---

3.
Entry from OMol25: an isolated ion of composition H3NOP and charge -1 at a distorted geometry (ωB97M-V/def2-TZVPD).

The geometry in XYZ format:
```
6
Properties=species:S:1:pos:R:3:mulliken_charge:R:1
N -0.5653 -0.9554 0.1882 -0.42
P -0.4289 0.7095 0.3142 -0.06
O -2.3039 0.0675 -0.1179 -0.62
H -0.9580 -1.3840 1.0209 0.23
H -0.5593 1.2116 -0.9883 -0.06
H 1.0285 0.6124 0.0038 -0.07
```

Properties
Relative energy (zero: lowest compared OMol25 entry of this formula, charge and spin) (kcal per mole): 119.5
LUMO level (alpha / beta) (Eh): 0.1713 / 0.1706
Net charge: -1
Orbital gap (alpha / beta) (eV): 7.47 / 7.46
SMILES string: N=[PH2][O-]